No. 1
Density functional theory data (ωB97M-V/def2-TZVPD) for a structure of composition C9H9N3.

```
21
Properties=species:S:1:pos:R:3
H 1.12 1.89 -1.95
H -1.11 2.73 1.73
C 0.24 0.17 -0.66
H -1.81 0.18 1.98
H 0.99 -3.05 -1.61
N -0.73 -1.48 0.83
N 0.39 3.91 -0.05
C -0.12 -2.52 0.26
C -0.47 -0.34 0.43
H -0.87 -3.98 1.73
C 0.73 -0.95 -1.29
C -0.78 1.98 1.05
H 1.23 -0.80 -2.30
H 1.09 4.13 1.06
C 0.55 1.53 -1.04
N -0.63 -3.77 0.70
C 0.64 -2.36 -0.91
C 0.00 2.46 -0.14
H 1.20 4.26 -0.67
H -0.62 -4.71 -0.41
C -1.03 0.71 1.27
```

The value obtained for the energy is -13943.7458 eV. The energy relative to the best compared isomer or geometry (same formula, charge and spin) comes out at 608.0 kJ/mol. The calculation puts the lowest unoccupied orbital energy at 0.22 eV. The molar mass comes out at 159.2 g/mol. For the HOMO energy, the calculation gives -7.678 eV. The calculation puts the orbital gap at 7.90 eV.

***

No. 2
Density functional theory data (ωB97M-V/def2-TZVPD) for a structure of composition C21H29SeV.

```
52
Properties=species:S:1:pos:R:3
H 2.55 -0.83 2.14
H -0.33 -3.37 -2.24
H 3.37 0.06 3.44
H -3.11 -0.95 3.18
H 2.72 -1.94 -3.63
H -3.31 0.30 -3.71
C -0.49 -1.32 -2.86
C 0.50 1.33 -2.91
H 1.04 0.00 7.57
H 3.09 1.39 -2.22
H 3.32 0.58 -3.77
H 0.35 3.32 -3.68
C -1.22 -0.03 3.60
H -1.97 -2.75 -2.24
H 1.99 2.75 -3.53
C 0.90 -1.09 -2.90
H -2.10 -0.06 5.53
H -0.51 0.84 7.57
H -2.43 -0.05 1.82
C 0.03 -0.02 7.18
C 1.02 2.74 -3.05
C -0.89 1.09 -2.90
C 1.85 -2.24 -3.05
H 2.17 0.02 5.49
H -0.47 -0.91 7.56
H -3.38 -0.47 -2.11
H -3.14 0.81 3.18
C 2.88 0.48 -2.77
C 0.00 0.00 2.91
H 2.19 -2.63 -2.08
H -3.05 -1.42 -3.57
C -1.17 -0.04 4.98
C 1.22 0.01 4.96
H -1.18 -3.14 -3.77
C 2.50 0.05 2.79
H -2.78 1.98 -2.37
V 0.02 0.01 -1.16
H 3.38 -0.34 -2.26
C -2.55 -0.06 2.90
H 1.37 -3.06 -3.60
H 2.52 0.93 2.15
C 1.23 0.02 3.57
C 1.39 0.24 -2.86
C -1.39 -0.23 -2.92
H 1.10 3.23 -2.08
C -1.85 2.25 -2.87
C 0.03 -0.02 5.68
C -1.02 -2.72 -2.77
C -2.87 -0.47 -3.08
Se 0.01 0.02 0.99
H -1.43 3.10 -2.34
H -2.10 2.58 -3.88
```

The value obtained for the energy is -113274.3269 eV. The calculation puts the lowest unoccupied orbital energy (spin up / spin down) at -4.43 / -4.09 eV. Its net charge is +1. The molar mass comes out at 411.4 g/mol. For the HOMO energy (spin up / spin down), the calculation gives -11.185 / -10.845 eV. The calculation puts the orbital gap (spin up / spin down) at 6.76 / 6.76 eV. Its spin multiplicity is 2.

***

No. 3
Density functional theory data (ωB97M-V/def2-TZVPD) for a cluster of 2 separate species, C30H32BClO2S in total.

```
67
Properties=species:S:1:pos:R:3
C -2.78 -1.10 -4.06
C 1.48 0.80 -1.91
C -2.81 -2.03 -1.40
Cl -1.57 -3.66 4.29
O 1.62 -0.31 -1.04
C -3.82 1.30 1.06
C -0.33 -3.14 1.93
O 0.73 1.47 0.24
C -0.50 -1.29 3.52
H -0.76 -0.93 4.52
H 5.88 0.74 4.03
C 0.01 -0.43 2.54
H -2.59 0.86 -3.23
H -2.16 -1.60 1.58
C -3.02 -2.46 -3.80
H 2.62 3.36 0.22
C -2.60 -0.65 -1.63
H 0.14 0.63 2.77
C 2.70 2.63 -0.59
H -2.79 -2.38 -0.37
C 3.71 -0.72 0.50
H -5.54 1.97 2.13
H -3.34 -3.94 -2.24
C -2.64 -0.21 -3.00
H -0.12 1.40 -3.27
C 4.83 0.52 2.16
B 1.18 0.13 0.27
S 3.16 1.12 2.26
H -2.71 -0.75 -5.10
C -4.81 1.17 2.02
C 0.21 0.54 -2.68
C -4.88 0.02 2.82
H -3.89 -1.82 3.37
H 2.34 1.73 -3.65
H -5.69 -0.10 3.54
C 0.41 3.15 -1.43
H 6.88 0.81 2.54
C 2.68 0.06 0.99
H -0.48 -4.20 1.71
C -3.08 -2.90 -2.46
H -3.22 -3.14 -4.62
H 0.55 4.05 -0.82
H 0.52 -2.63 0.00
H 5.83 2.21 2.98
C -0.74 -2.63 3.18
H -2.02 1.27 -0.82
C 1.34 2.05 -0.92
C 2.57 0.89 -2.97
C -3.91 -0.98 2.68
H 5.89 -0.92 0.91
H 0.68 3.41 -2.47
H -0.64 2.85 -1.38
H 3.40 1.85 -0.29
H 0.31 -0.32 -3.35
H -0.56 0.31 -1.93
H 2.53 -0.02 -3.59
H 3.66 -1.46 -0.29
H 3.09 3.12 -1.48
H 3.58 1.01 -2.58
H -3.73 2.19 0.44
C 0.22 -2.25 0.98
C -2.29 0.25 -0.54
C -3.00 0.19 0.72
C 0.38 -0.90 1.28
C 4.95 -0.44 1.18
C -2.98 -0.88 1.64
C 5.92 1.11 2.99
```

The value obtained for the energy is -59756.3778 eV. The energy relative to the best compared isomer or geometry (same formula, charge and spin) comes out at 412.4 kJ/mol. The calculation puts the lowest unoccupied orbital energy at -3.40 eV. The molar mass comes out at 502.9 g/mol. For the HOMO energy, the calculation gives -6.479 eV. The calculation puts the orbital gap at 3.08 eV.

***

- energy of number 2 (C21H29SeV)?
  -113274.3269 eV

***

- What is the energy in the third record?
  -59756.3778 eV

***

- Which value of molar mass does entry 1 give?
  159.2 g/mol

***

- Which formula does entry 3 have?
  C30H32BClO2S